Formula: C36H42BCl2NO24
Source: the OMol25 dataset
Level of theory: ωB97M-V/def2-TZVPD

Atoms and positions in Å:
C: 0.5131 -5.0546 1.3531
C: -0.1723 -4.6932 0.0497
C: -0.8094 -3.1805 -0.2315
C: -2.4187 -2.8105 0.0183
Cl: -3.4657 -4.2730 0.5994
C: -3.0507 -1.2915 -0.2183
C: -4.6247 -0.9320 0.0782
C: -5.1647 -1.4297 1.5629
C: -5.5698 -1.4372 -1.1674
C: -6.9056 -0.4454 -1.1589
C: -1.9847 -0.1181 -0.7512
Cl: -2.5332 1.6674 -1.0438
C: -0.3930 -0.4195 -1.0205
C: 0.1792 -1.9658 -0.7398
C: 1.8203 -2.1728 -0.9882
O: 2.3458 -3.3047 -1.4998
C: 2.7402 -0.8332 -0.5924
O: 4.0840 -0.9509 0.0655
N: 3.7415 -1.1190 1.3829
O: 4.6803 -0.8397 2.1108
C: 2.2236 0.5719 -0.8449
B: 3.0557 1.9443 -0.4381
O: 2.7342 2.5136 0.9184
O: 4.0307 2.6488 -1.2975
C: 3.4288 3.0068 -2.6065
C: 2.3714 4.2594 -2.5436
C: 0.7071 0.7317 -1.5324
O: 0.4207 1.6785 -2.4457
H: 0.5943 -4.2228 2.2055
H: 0.9539 -6.1555 1.4892
H: -0.2209 -5.5772 -0.7502
H: -4.7187 0.2580 0.0973
H: -5.6937 -0.4967 2.0874
H: -5.9252 -2.3354 1.4807
H: -4.3057 -1.7544 2.2958
H: -4.9607 -1.2024 -2.1643
H: -5.8324 -2.5774 -1.1581
H: -6.8972 0.1028 -2.2181
H: -6.8645 0.3585 -0.2771
H: -7.8685 -1.0865 -0.9767
H: 1.8832 2.0385 1.2264
H: 3.0062 2.0368 -3.1166
H: 4.3314 3.3654 -3.2981
H: 1.4193 4.0743 -1.8862
H: 1.9978 4.4454 -3.6586
H: 2.8731 5.2797 -2.2105
O: -5.4043 2.1461 0.2758
C: -4.9811 2.5338 1.3521
O: -3.7073 2.3312 1.7989
C: -3.5511 3.1168 2.9657
C: -4.9528 3.2892 3.4539
O: -5.7208 3.2261 2.2671
H: -2.9161 2.6060 3.6948
H: -3.0837 4.0683 2.6912
H: -5.2658 2.4793 4.1212
H: -5.1018 4.2460 3.9619
O: 5.4047 -7.1092 3.5433
C: 5.4171 -5.8897 3.5649
O: 5.8014 -5.1406 4.6394
C: 5.8909 -3.7999 4.1950
C: 4.9845 -3.7705 3.0074
O: 5.0471 -5.0964 2.5173
H: 5.5712 -3.1091 4.9800
H: 6.9317 -3.5834 3.9323
H: 3.9482 -3.5419 3.2778
H: 5.3184 -3.0596 2.2466
O: -1.0643 -3.5352 5.7169
C: -0.0273 -4.1690 5.6145
O: 0.0472 -5.5320 5.6116
C: 1.3729 -5.8705 5.2497
C: 2.1532 -4.6530 5.6262
O: 1.2104 -3.6069 5.4888
H: 1.7062 -6.7618 5.7884
H: 1.4051 -6.0718 4.1738
H: 2.4996 -4.6829 6.6647
H: 3.0122 -4.4898 4.9696
O: 5.8817 -0.7303 -5.6809
C: 5.8137 -1.3615 -4.6395
O: 5.0676 -2.4919 -4.4694
C: 5.4306 -3.0394 -3.2158
C: 5.9631 -1.8606 -2.4675
O: 6.4735 -1.0284 -3.4917
H: 4.5638 -3.4884 -2.7232
H: 6.1901 -3.8121 -3.3741
H: 5.1788 -1.3182 -1.9289
H: 6.7522 -2.1369 -1.7628
O: -11.2332 5.0557 0.5931
C: -10.0746 4.8363 0.2816
O: -9.4660 3.6184 0.3809
C: -8.2199 3.7263 -0.2814
C: -7.9296 5.1913 -0.2306
O: -9.2172 5.7776 -0.2109
H: -7.4568 3.1326 0.2294
H: -8.3312 3.3573 -1.3063
H: -7.3954 5.4803 0.6806
H: -7.3609 5.5332 -1.0996
O: 1.6020 6.5535 -5.1966
C: 2.7607 6.3341 -5.5081
O: 3.3693 5.1162 -5.4088
C: 4.6154 5.2241 -6.0711
C: 4.9056 6.6890 -6.0203
O: 3.6180 7.2754 -6.0006
H: 5.3785 4.6304 -5.5604
H: 4.5040 4.8550 -7.0960
H: 5.4399 6.9781 -5.1091
H: 5.4743 7.0310 -6.8894

The largest force on an atom comes out at 8.89 eV/A. As for the HOMO energy: -9.44 eV. Its HOMO-LUMO gap is 6.900 eV. The net charge is 0.